1.
C18H26I2N4O6PdSi2 | the ωB97M-V functional and the def2-TZVPD basis

Properties
- E (Ha) = -2674.00442
- orbital gap (alpha / beta) (eV) = 4.6 / 7.1
- HOMO energy (alpha / beta) (eV) = -5.12 / -8.57
- <S²> = 6.03
- LUMO energy (alpha / beta) (eV) = -0.551 / -1.498

Structure (ORCA input):
```
! wB97M-V def2-TZVPD RIJCOSX def2/J DEFGRID3
* xyz 0 5
I 3.130 -2.098 4.470
I 4.117 -2.037 1.067
Pd 1.227 -1.753 0.967
Si -1.473 -0.757 2.628
Si -1.655 -1.403 -0.551
O -1.383 1.446 0.563
O 1.925 4.010 -5.621
O 1.681 -1.063 -1.015
O 1.496 0.385 0.623
O -1.057 0.196 -1.289
O 1.452 5.448 -4.049
N -0.220 -4.226 3.750
N 1.748 4.300 -4.426
N -1.507 -2.152 3.837
N 1.362 -4.149 1.837
C -1.106 2.727 1.162
C 0.635 -4.211 2.740
C -0.906 0.247 -2.752
C 1.712 2.590 -1.171
C -3.199 -0.053 2.744
C -3.488 -1.147 -0.747
C 2.188 1.968 -3.860
C 1.672 3.594 -2.095
C 1.919 1.239 -1.561
C -1.042 -2.671 -1.755
C -0.956 -1.653 1.100
C 1.718 0.180 -0.629
C 1.868 3.291 -3.465
C 4.202 -3.060 2.916
C -0.170 0.346 3.363
C 2.211 0.971 -2.928
C -1.475 1.447 -0.762
C -0.891 -3.151 3.815
H 5.240 -3.134 3.213
H 2.403 1.779 -4.901
H -1.244 -3.651 -1.311
H -0.580 1.064 4.076
H 0.354 0.875 2.566
H -3.214 0.800 3.426
H 0.036 -2.591 -1.900
H -1.772 2.838 2.014
H -1.280 3.530 0.447
H 0.581 -0.256 3.878
H -3.892 -0.801 3.129
H 1.505 4.624 -1.815
H -3.759 -1.120 -1.805
H -3.852 -0.231 -0.283
H -0.241 -0.566 -3.013
H -1.216 -2.717 1.232
H -1.049 2.278 -1.320
H 2.440 -0.045 -3.223
H 3.746 -4.029 2.759
H -3.567 0.291 1.780
H -1.548 -2.638 -2.721
H -1.890 0.151 -3.207
H -4.020 -1.986 -0.293
H 1.583 2.811 -0.118
H -0.433 1.192 -2.997
H -0.067 2.733 1.482
*
```


2.
C30H83N7O8 | the ωB97M-V functional and the def2-TZVPD basis

Properties
- E (Ha) = -2177.78588
- orbital gap (eV) = 9.0
- HOMO energy (eV) = -8.72
- SMILES = COC[C@H](C)N.COC[C@H](C)N.COC[C@H](C)N.COC[C@H](C)N.COC[C@H](C)N.COC[C@H](C)N.COC[C@H](C)N.CCO
- LUMO energy (eV) = 0.262

Structure (ORCA input):
```
! wB97M-V def2-TZVPD RIJCOSX def2/J DEFGRID3
* xyz 0 1
O -2.056 24.342 -3.319
O -0.228 25.159 0.192
O 1.773 24.983 -5.680
O -6.339 23.281 -3.651
O 1.191 29.791 -1.578
O 1.898 26.363 5.729
O 0.760 17.249 2.198
O -3.747 21.549 3.024
N -5.959 20.526 0.216
N -1.164 27.776 0.518
N 0.775 24.081 -2.154
N -4.277 22.148 -5.219
N -0.691 18.345 4.301
N -1.563 25.447 4.925
N -7.157 23.218 0.000
C -3.446 22.806 3.710
C -1.295 24.359 0.620
C -6.652 23.710 -1.280
C -0.386 19.221 3.193
C -1.909 21.671 -4.699
C 0.934 18.663 2.510
C 3.026 26.925 5.132
C -1.959 25.736 -3.085
C -0.849 22.932 0.972
C 1.152 28.170 0.983
C 1.919 16.610 1.710
C 0.029 24.267 6.302
C -0.241 20.658 3.665
C 1.361 24.158 -4.575
C -0.324 25.631 5.710
C -4.777 21.654 2.063
C -3.568 20.171 0.291
C 1.364 24.933 -3.181
C -5.145 23.650 -1.178
C 0.137 28.886 -1.278
C -4.848 20.428 1.134
C 2.726 25.313 -2.671
C -0.114 28.719 0.238
C -2.938 23.989 -4.365
C 0.798 25.906 -6.158
C -3.177 22.467 -4.304
C 1.261 30.116 -2.972
C -7.112 22.915 -2.486
C -6.726 24.593 -4.023
C 0.809 26.182 4.831
H -4.969 19.486 1.669
H -2.891 26.190 -2.749
H 0.993 25.577 3.944
H 3.685 27.376 5.873
H -3.411 23.673 3.050
H 1.963 28.886 0.849
H 0.557 24.689 -1.378
H -6.342 25.368 -3.359
H -6.848 24.777 -1.390
H -1.230 25.895 -2.290
H -3.306 21.039 -0.314
H -5.720 19.944 -0.573
H 0.186 27.945 -1.825
H 3.332 24.412 -2.573
H -1.685 24.886 1.491
H -6.540 22.422 0.080
H -6.725 19.987 0.595
H 1.905 23.219 -4.478
H 3.627 26.111 4.726
H -2.750 20.119 1.009
H -0.427 26.078 0.382
H -0.443 17.434 3.944
H -5.090 22.479 -4.719
H 1.909 30.961 -3.202
H -0.112 25.421 -6.509
H -1.099 19.148 2.372
H -1.949 26.306 4.561
H -4.712 24.063 -0.267
H 0.352 23.865 -4.866
H -0.171 23.866 -2.436
H -5.670 21.943 2.616
H -8.082 22.812 0.001
H -1.595 22.335 1.497
H -0.490 22.273 0.181
H -4.645 24.232 -1.952
H 0.975 28.083 2.055
H 0.339 30.430 -3.462
H -1.646 26.257 -3.990
H -7.782 24.639 -4.287
H 0.844 25.880 -3.330
H 1.764 18.773 3.208
H -3.553 22.095 -3.351
H -0.454 26.346 6.523
H 0.523 27.134 4.386
H 1.609 29.258 -3.548
H -1.407 27.854 1.495
H -4.433 22.468 1.424
H 1.585 15.640 1.344
H -0.778 29.333 -1.668
H 0.994 24.336 6.803
H -2.406 24.385 -5.230
H 1.080 19.298 1.636
H -1.274 24.940 4.101
H -1.214 20.988 4.029
H 0.368 20.772 4.561
H -4.355 21.141 -5.236
H -8.195 22.839 -2.583
H 2.772 27.630 4.340
H -2.127 24.447 -0.078
H -0.082 18.463 5.098
H -2.028 20.591 -4.788
H -3.599 19.258 -0.304
H -3.874 24.539 -4.271
H -2.047 28.046 0.109
H -1.559 22.104 -5.636
H -1.092 21.892 -4.013
H -6.276 24.752 -5.003
H 0.060 21.431 2.957
H 0.024 23.449 5.581
H 1.223 26.552 -6.926
H -4.172 23.155 4.445
H -6.962 21.869 -2.217
H 2.632 25.785 -1.693
H -4.706 22.662 -1.315
H 2.666 16.535 2.501
H 0.626 26.697 -5.428
H -2.498 22.879 4.242
H 2.377 17.195 0.913
H 3.167 26.056 -3.336
H 1.536 27.248 0.548
H -0.640 23.891 7.075
H 0.038 23.044 1.596
H -0.409 29.668 0.686
*
```


3.
C41H36HgIN4P | the ωB97M-V functional and the def2-TZVPD basis

Properties
- E (Ha) = -2595.25702
- orbital gap (alpha / beta) (eV) = 8.1 / 7.5
- HOMO energy (alpha / beta) (eV) = -10.61 / -10.47
- <S²> = 0.76
- LUMO energy (alpha / beta) (eV) = -2.548 / -2.990

Structure (ORCA input):
```
! wB97M-V def2-TZVPD RIJCOSX def2/J DEFGRID3
* xyz 1 2
Hg 1.081 -0.821 0.764
I 2.195 -1.774 2.919
P -1.284 0.758 0.522
N 1.887 -2.599 -1.039
N 3.869 -0.877 0.044
N 1.934 0.726 -1.081
N -0.660 -2.548 0.414
C -3.994 -0.675 -2.168
C -3.368 -0.321 -0.988
C 3.251 -3.098 -0.783
C -2.359 0.700 3.007
C 2.517 1.542 -3.235
C 1.836 1.989 -0.674
C -1.132 4.692 -0.715
C -0.968 2.550 0.343
C 6.527 -1.586 0.337
C -0.547 5.290 0.388
C -1.543 -4.018 -1.229
C -0.184 4.518 1.482
C -1.451 0.429 -2.238
C -1.350 3.325 -0.742
C -2.678 1.020 1.675
C -3.260 1.050 4.056
C -2.812 -3.869 -0.696
C 2.656 -0.896 -2.787
C 6.102 -0.304 0.655
C -4.726 2.037 2.403
C -2.886 0.737 5.378
C -1.161 0.083 3.347
C -3.837 1.699 1.373
C 4.763 -0.005 0.493
C -4.446 1.725 3.709
C -2.082 0.070 -3.414
C -0.476 -3.371 -0.616
C 4.274 -2.098 -0.283
C 2.317 2.849 -2.831
C -1.873 -2.424 0.936
C -0.396 3.155 1.462
C -0.796 -0.210 4.610
C 0.949 -3.725 -0.942
C -2.110 0.274 -1.019
C -3.362 -0.462 -3.383
C 2.317 0.494 -2.336
C -1.695 0.132 5.650
C 1.998 3.082 -1.503
C 1.722 -2.036 -2.389
C 5.602 -2.500 -0.135
C -2.976 -3.093 0.439
H 7.563 -1.863 0.457
H 5.904 -3.509 -0.369
H 1.642 2.130 0.381
H -1.404 -0.093 6.663
H 2.695 -0.884 -3.878
H -3.557 0.996 6.182
H 2.432 3.665 -3.526
H 0.972 -4.339 -1.853
H -3.938 -3.006 0.914
H -3.869 -0.704 -4.302
H 6.791 0.432 1.037
H -1.943 -1.781 1.806
H -4.067 1.986 0.357
H 3.649 -3.596 -1.683
H -0.133 2.542 2.319
H 0.683 -1.701 -2.479
H -1.389 -4.646 -2.093
H 1.882 4.082 -1.113
H -1.578 0.216 -4.357
H -1.424 5.295 -1.560
H 3.187 -3.858 0.005
H 3.665 -1.110 -2.425
H -1.823 2.875 -1.601
H 1.877 -2.843 -3.125
H 0.141 -0.681 4.860
H 4.386 0.984 0.724
H 0.261 4.978 2.351
H -4.986 -1.098 -2.138
H -3.656 -4.370 -1.144
H -0.380 6.356 0.401
H 2.854 1.331 -4.237
H -3.866 -0.478 -0.042
H -5.633 2.570 2.158
H 1.259 -4.365 -0.109
H -0.456 0.858 -2.263
H -5.123 2.010 4.501
*
```


Summary of energy relative to the best compared isomer or geometry (same formula, charge and spin) in kJ/mol
74.80, 295.94, 11.49
(order as listed above)